Entry 1:
Molecular formula: CF5LiO3PTl
Method: DFT, ωB97M-V/def2-TZVPD

```
12
Properties=species:S:1:pos:R:3:forces:R:3
P 0.05330 -1.47281 -0.52021 -0.3 -2.1 -1.3
F 1.32884 -2.41040 -0.52355 -0.9 2.1 -0.5
F 2.31257 1.25696 -0.90934 -0.7 0.8 -0.1
F -0.75171 -2.64841 0.24411 0.1 0.5 0.0
F -0.91867 -1.76637 -1.74990 -0.6 -0.6 0.8
F 0.53385 -0.32318 -1.57803 0.8 -0.4 2.0
O -0.03758 -0.61991 0.84008 0.0 0.1 -1.0
O -0.78642 0.88857 2.27502 -0.2 -0.3 0.5
C -0.49244 0.65924 1.10328 0.8 0.6 -0.6
O -0.52306 1.49890 0.17282 -0.5 0.1 -0.3
Tl -1.37032 3.24707 1.97408 0.1 -0.1 0.0
Li 0.65164 1.69035 -1.32836 1.3 -0.6 0.4
```
Forces are in eV/Å.

Results
E_tot in Eh: -1284.7711
Charge: 0

=====

Entry 2:
Molecular formula: C23H18N2O5
Method: DFT, ωB97M-V/def2-TZVPD

```
48
Properties=species:S:1:pos:R:3:forces:R:3
C 5.82252 3.08573 -1.20389 0.1 0.1 -0.2
O 4.94122 2.45544 -0.30587 -0.2 -0.3 0.5
C 5.41878 2.09966 0.93354 -0.1 0.0 0.1
C 6.70740 2.32635 1.38353 -0.1 0.1 -0.2
C 7.07839 1.92574 2.65949 0.0 -0.1 0.1
C 6.16793 1.30061 3.48788 0.2 0.1 -0.1
C 4.87420 1.06691 3.05080 -0.1 0.0 0.0
C 4.48995 1.46024 1.77879 0.2 0.1 0.1
N 3.20595 1.27011 1.25911 0.1 0.3 -0.5
C 2.13858 0.65218 1.82791 0.0 0.1 -0.1
O 2.13238 0.12876 2.92216 0.0 -0.1 0.1
C 0.91546 0.65340 0.95703 -0.3 -0.1 0.0
C 0.58354 1.73463 0.14396 0.0 -0.1 0.0
C -0.57596 1.73052 -0.62321 -0.2 -0.1 -0.1
C -1.38688 0.61662 -0.55968 0.5 -0.1 0.4
C -1.06538 -0.46639 0.26297 0.2 0.6 -0.2
C 0.07363 -0.46074 1.03609 0.0 0.0 0.0
C -2.13308 -1.48923 0.11811 0.1 -0.3 0.1
O -2.23858 -2.56700 0.63952 0.1 0.1 0.0
N -3.02836 -0.95315 -0.80540 -0.5 -0.2 -0.2
C -4.26987 -1.57528 -1.14280 0.1 0.0 -0.1
C -5.33370 -1.33479 -0.27777 -0.1 -0.1 -0.1
C -6.58221 -1.87003 -0.50862 0.0 0.1 0.2
C -6.77890 -2.66158 -1.63016 0.1 0.0 -0.1
C -5.73313 -2.90962 -2.48914 0.2 0.0 0.0
C -4.45558 -2.38058 -2.26899 -0.2 0.0 0.1
O -3.55068 -2.73738 -3.21499 -0.4 0.0 0.1
C -2.19431 -2.37516 -3.12457 0.4 0.1 0.0
C -2.66934 0.31725 -1.24416 -0.1 0.2 -0.2
O -3.29178 0.98744 -2.02596 0.1 0.0 0.1
H 6.67649 2.44488 -1.44288 0.0 0.0 0.0
H 5.24269 3.26466 -2.10825 0.1 0.0 0.0
H 6.18121 4.04108 -0.80899 0.0 -0.1 0.0
H 7.43323 2.81363 0.75226 0.0 0.0 -0.1
H 8.08726 2.10920 2.99610 0.1 0.0 0.0
H 6.45840 0.99070 4.47940 0.0 0.0 0.1
H 4.15604 0.57854 3.68731 0.0 0.0 0.0
H 3.11375 1.61315 0.31229 -0.1 -0.1 0.1
H 1.21687 2.61000 0.12561 0.1 0.1 0.0
H -0.84045 2.57028 -1.24676 0.0 0.1 -0.1
H 0.32284 -1.28050 1.69182 0.0 -0.1 0.1
H -5.15550 -0.71167 0.58658 0.0 0.1 0.1
H -7.39231 -1.67136 0.17499 -0.1 0.0 0.1
H -7.74966 -3.08766 -1.83204 -0.1 0.0 0.0
H -5.86314 -3.52551 -3.36492 0.0 -0.1 -0.1
H -1.73404 -2.74372 -2.20321 0.0 0.0 -0.1
H -1.71524 -2.85847 -3.97607 0.0 0.1 0.1
H -2.05382 -1.29330 -3.20837 0.0 -0.1 0.0
```
Forces are in eV/Å.

Results
E_tot in Eh: -1373.0146
SMILES string: COc1ccccc1NC(=O)c1ccc2c(c1)C(=O)N(c1ccccc1OC)C2=O
Charge: 0

=====

Entry 3:
Molecular formula: C39H104O39S13
Method: DFT, ωB97M-V/def2-TZVPD

```
195
Properties=species:S:1:pos:R:3:forces:R:3
O 0.52247 7.71039 -0.07329 2.9 1.9 0.2
S 1.70734 8.61654 -0.05745 -0.4 0.5 0.0
O 1.73810 9.81264 0.82303 0.1 -3.2 -1.7
O 3.13170 7.74326 0.18222 -1.6 2.0 -0.1
C 3.19072 6.47176 -0.48387 -1.4 -0.3 1.1
C 4.15498 5.67624 0.30716 0.8 -0.3 0.4
C 2.12712 9.19168 -1.78679 -0.1 -0.4 1.4
H 3.39227 6.52489 -1.55377 0.0 0.3 0.0
H 2.21239 6.04837 -0.25649 -0.1 -0.3 -0.9
H 3.83007 5.70873 1.34711 0.1 -0.2 0.0
H 5.15508 6.10771 0.26551 0.1 -0.2 -0.1
H 4.15271 4.64038 -0.03210 0.2 0.0 0.0
H 2.52819 10.19297 -1.62979 -0.4 0.0 -0.2
H 1.23732 9.11663 -2.41189 0.2 0.2 0.1
H 2.95788 8.56699 -2.11500 -0.4 -0.1 -0.2
O 6.76241 -1.00411 7.52880 2.5 0.2 2.3
S 7.69968 -0.75368 8.64558 -1.6 1.2 0.1
O 7.86182 -1.71941 9.74673 0.3 1.5 -2.3
O 9.13012 -0.25697 7.96567 -3.7 -1.2 -0.1
C 10.17726 0.11949 8.80053 1.2 -0.3 0.6
C 11.34515 -0.41624 8.04551 1.7 -0.4 0.4
C 7.23383 0.85942 9.48129 0.4 -1.1 -0.5
H 10.18582 -0.42129 9.74688 -0.5 0.0 0.2
H 10.16152 1.18636 9.02334 0.0 0.1 -0.3
H 11.21259 -1.49690 7.99345 -0.1 0.0 -0.3
H 12.25354 -0.31383 8.63918 0.2 0.3 -0.1
H 11.52235 -0.03805 7.03870 -0.3 0.2 0.2
H 6.20990 0.74781 9.83796 0.2 -0.1 0.1
H 7.30455 1.71988 8.81593 0.0 -0.4 -0.3
H 7.95322 0.97736 10.29164 -0.2 -0.1 0.1
O 2.68683 -7.41061 6.68063 2.5 -3.0 -0.9
S 3.80284 -8.37974 6.39341 -0.1 0.8 1.4
O 3.69213 -9.84594 6.55480 -0.1 3.4 -0.7
O 4.43119 -8.10230 4.89615 -1.0 -1.9 1.8
C 4.78667 -6.79687 4.46693 -0.4 0.2 0.0
C 3.58810 -5.96469 4.20719 -0.8 1.2 -0.3
C 5.22839 -7.71850 7.43251 -0.8 -0.5 -1.0
H 5.30244 -7.00701 3.52995 0.4 0.3 0.3
H 5.38628 -6.29598 5.22698 0.5 -0.2 -0.3
H 3.92294 -5.01459 3.79092 0.0 0.1 -0.2
H 3.04324 -5.70871 5.11587 0.1 -0.2 0.0
H 2.88871 -6.41529 3.50297 0.1 -0.1 0.0
H 5.24782 -8.11451 8.44784 -0.6 0.0 -0.2
H 5.05383 -6.64326 7.39396 0.2 -0.1 0.3
H 6.16800 -7.99976 6.95698 -0.2 0.0 -0.2
O 1.26459 -2.90198 14.54890 -0.9 -1.9 -2.8
S 0.95697 -3.80162 13.40935 0.5 0.9 1.2
O -0.13159 -4.78564 13.51354 1.8 1.9 -0.6
O 0.80670 -2.81185 12.06125 0.7 -0.8 2.5
C 0.01684 -3.20588 10.96602 -0.9 -0.3 -0.9
C 0.41721 -2.36483 9.76768 0.3 -0.1 0.0
C 2.52734 -4.65341 12.96746 -1.1 0.6 -0.6
H -1.03968 -3.09419 11.20974 0.0 0.2 0.1
H 0.14871 -4.25846 10.71545 0.2 -0.2 0.1
H -0.11906 -2.71228 8.88462 -0.1 0.0 0.0
H 1.48069 -2.50494 9.57406 0.1 0.0 0.0
H 0.25411 -1.29364 9.88613 -0.2 -0.1 0.2
H 2.85888 -5.19086 13.85590 -0.1 0.0 -0.3
H 3.25096 -3.93712 12.57834 -0.1 0.3 0.6
H 2.29373 -5.25691 12.09036 -0.1 -0.5 0.4
O -11.13423 2.38700 -3.49438 0.4 0.2 -0.2
S -9.79343 2.72834 -3.86931 1.5 0.3 -1.4
O -8.77893 2.92525 -2.84215 -1.3 -0.6 -1.9
O -9.25570 1.60903 -5.00691 0.2 0.4 1.6
C -10.24456 1.07188 -5.90215 -0.7 0.6 -0.7
C -9.68855 0.30300 -7.09886 -0.3 -0.1 0.9
C -9.76411 4.15833 -5.06672 0.3 -0.5 1.3
H -10.76637 1.92572 -6.33430 -0.4 0.0 0.1
H -10.97488 0.45434 -5.37929 0.2 0.1 0.2
H -9.22058 -0.61190 -6.73548 0.5 0.1 -0.4
H -9.09731 0.92396 -7.77188 0.3 -0.2 0.3
H -10.56541 -0.01775 -7.66130 -0.1 0.0 0.0
H -9.88429 5.05881 -4.46441 -0.6 -0.1 -0.1
H -10.52346 3.96424 -5.82423 0.0 0.3 0.3
H -8.77382 4.27288 -5.50753 0.0 -0.6 0.0
O -5.83028 -1.39713 -11.84765 1.6 -0.2 0.6
S -4.42848 -1.04654 -11.84365 0.6 -1.6 0.3
O -4.08671 0.30856 -12.13981 0.4 0.0 0.0
O -3.72350 -1.49095 -10.38447 -2.2 0.5 -1.0
C -2.38390 -1.10576 -10.09055 1.3 -1.0 -1.7
C -2.19311 -0.42077 -8.78137 -0.7 1.0 0.3
C -3.44297 -2.21237 -12.96593 -1.6 1.3 1.3
H -1.98664 -0.56853 -10.95175 -0.1 0.9 0.2
H -1.78927 -2.01291 -10.19824 0.0 -0.4 0.6
H -2.65770 0.56176 -8.86434 -0.1 0.1 0.2
H -1.14849 -0.24078 -8.52742 0.0 -0.3 -0.2
H -2.68418 -0.92332 -7.94807 0.1 -0.2 -0.1
H -2.57389 -1.59209 -13.18517 0.0 -0.6 -0.3
H -4.13478 -2.40879 -13.78502 0.4 0.2 -0.2
H -3.28272 -3.13756 -12.41235 0.3 0.3 0.0
O 0.87190 1.69521 -0.62066 -1.2 -0.5 0.6
S -0.42476 1.10424 -0.32716 0.3 0.5 -0.1
O -0.84827 -0.04128 -1.13045 0.5 1.5 2.2
O -0.51525 0.78948 1.33885 -1.0 -1.3 -2.6
C 0.08884 1.65996 2.27833 0.5 1.2 -0.1
C 1.39595 1.09624 2.73575 1.2 -0.1 0.1
C -1.72283 2.39216 -0.44339 0.6 -0.8 -0.1
H -0.54920 1.82482 3.14658 -0.5 -0.4 -0.3
H 0.16105 2.62650 1.77965 0.5 0.2 0.2
H 1.26511 0.21036 3.35719 -0.2 -0.2 -0.3
H 2.01286 1.74614 3.35637 -0.4 0.5 0.1
H 2.04453 0.89116 1.88406 -0.2 -0.3 -0.1
H -1.46264 3.23438 0.19775 -0.2 -0.3 0.3
H -2.62979 1.84307 -0.19033 0.0 0.4 0.2
H -1.78924 2.78515 -1.45790 0.2 -0.4 -0.1
O 2.50793 6.73490 7.50021 -2.7 0.7 -0.5
S 1.08796 7.11927 7.62042 1.3 0.2 2.3
O 0.00066 6.59031 6.84676 1.1 0.3 0.4
O 0.70228 6.76613 9.22646 -1.8 0.2 -2.8
C 1.73507 6.79784 10.17749 0.5 -0.6 -0.4
C 1.19429 6.55085 11.57675 0.3 0.5 -0.4
C 0.99084 8.96829 7.72000 0.0 -0.8 -0.6
H 2.20123 7.76567 9.99285 0.6 -0.1 0.9
H 2.37395 5.96426 9.88581 0.7 0.4 0.3
H 2.01647 6.79227 12.25042 -0.1 0.0 0.2
H 0.92455 5.50684 11.73604 -0.1 0.1 -0.2
H 0.34093 7.20029 11.77197 0.0 -0.1 0.2
H 1.29597 9.47275 6.80319 0.5 -0.6 -0.2
H 1.67103 9.23530 8.52879 -0.3 0.1 0.0
H -0.04216 9.30293 7.81506 0.0 -0.5 0.7
O 4.89460 -4.30607 -1.80994 0.5 -2.4 -1.7
S 4.91434 -5.32708 -2.87081 0.1 0.8 0.7
O 5.48036 -4.98209 -4.16600 -0.6 -0.8 1.4
O 5.66436 -6.69706 -2.28425 -0.9 2.4 0.0
C 5.71700 -7.86662 -3.05769 0.2 -2.4 -0.3
C 5.73552 -9.08783 -2.04503 -0.1 0.5 -0.3
C 3.18432 -5.82496 -3.08538 0.6 -0.4 -0.4
H 6.49603 -7.88279 -3.81989 1.1 0.3 0.8
H 4.91741 -7.98011 -3.78973 -1.0 0.1 0.7
H 4.80043 -9.12167 -1.48596 -0.2 0.0 -0.3
H 6.48860 -9.10244 -1.25714 0.4 0.9 -0.2
H 5.90110 -10.06889 -2.49024 -0.3 0.2 -0.6
H 2.72080 -6.16182 -2.15814 0.2 0.6 0.1
H 3.04652 -6.64730 -3.78744 0.5 0.1 -0.2
H 2.77286 -4.92814 -3.54852 -0.3 0.0 0.4
O -3.88454 6.73278 -7.01130 0.6 1.9 -1.9
S -3.96715 7.64156 -8.15956 -0.2 -1.4 0.3
O -5.05644 8.59415 -8.19815 1.3 -0.5 -0.3
O -2.50077 8.41950 -8.39469 -1.8 -1.6 1.4
C -2.50791 9.42704 -9.38269 0.8 0.3 -1.2
C -1.07674 9.89441 -9.61499 0.3 0.8 -0.1
C -4.00044 6.53058 -9.64055 0.2 0.7 0.3
H -3.15915 10.26353 -9.12920 0.0 -0.2 0.2
H -2.82325 8.97191 -10.32158 -0.4 0.2 -0.1
H -1.09857 10.83508 -10.16522 -0.3 0.2 0.1
H -0.45397 9.28387 -10.26882 -0.3 -0.6 0.3
H -0.53594 10.10610 -8.69258 -0.1 -0.2 0.1
H -4.98284 6.06853 -9.73806 0.1 0.0 0.5
H -3.20683 5.79571 -9.50549 -0.2 0.0 0.2
H -3.83119 7.06865 -10.57326 0.1 0.3 0.2
O -7.70391 -5.47872 -1.79098 -1.1 2.0 -1.1
S -8.24782 -4.28616 -2.46729 -0.9 -0.3 -0.7
O -9.37451 -4.40147 -3.44366 2.8 0.1 2.5
O -8.65570 -3.14701 -1.34356 2.7 -0.8 -2.5
C -9.22072 -3.49847 -0.08427 -0.9 -0.3 -1.1
C -10.67802 -3.21446 -0.45260 -0.9 0.0 2.2
C -6.87916 -3.36605 -3.28153 -0.4 -0.4 0.3
H -8.74163 -2.84222 0.64231 -0.4 0.1 0.0
H -8.93438 -4.52214 0.15696 -0.4 -0.1 0.1
H -11.04981 -3.78110 -1.30630 0.5 0.1 -0.1
H -10.79683 -2.13885 -0.58312 0.1 -0.1 -0.5
H -11.35747 -3.43161 0.37159 -0.1 -0.2 0.2
H -6.46246 -3.89753 -4.13710 -0.6 -0.4 0.0
H -6.03395 -3.27312 -2.59957 -0.4 0.3 0.3
H -7.29083 -2.42073 -3.63509 0.1 0.0 0.3
O 4.54110 0.90517 -7.59342 -0.5 2.1 0.8
S 4.71788 2.20605 -6.96134 1.1 -1.1 0.9
O 5.72407 3.10518 -7.48954 -1.2 -0.4 0.4
O 3.28363 2.97134 -6.77769 1.4 -2.4 -0.8
C 3.19692 4.35545 -6.74777 -0.3 1.9 -0.6
C 1.90238 4.66360 -6.02043 0.8 0.7 0.4
C 4.97477 1.93712 -5.15027 -0.5 0.2 -0.6
H 3.18222 4.80020 -7.74279 -0.5 -0.5 -0.5
H 4.08734 4.88699 -6.41203 0.1 -0.5 1.1
H 1.07422 4.08263 -6.42629 0.0 0.3 -0.1
H 1.78200 5.74369 -6.10419 -0.6 0.0 -0.1
H 1.97637 4.46977 -4.95036 0.1 -0.3 0.0
H 5.79384 1.28717 -4.84239 0.1 0.0 -0.7
H 4.02927 1.49662 -4.83392 0.1 0.0 0.1
H 5.10124 2.90720 -4.66958 -0.1 0.1 -0.2
O -0.15716 -8.98840 -1.16495 -3.7 0.5 1.5
S -1.44752 -8.91636 -0.42198 2.1 -0.6 3.2
O -1.64724 -9.78919 0.77601 0.4 1.9 -3.1
O -1.59447 -7.33772 0.13878 1.0 -1.3 -1.9
C -2.40237 -7.10012 1.25695 -1.2 0.8 2.5
C -2.48976 -5.59955 1.64407 -0.1 0.3 -1.5
C -2.86651 -9.13493 -1.46178 0.6 0.3 -1.4
H -2.01542 -7.54997 2.17128 0.2 -0.7 -0.4
H -3.41813 -7.46397 1.10228 0.0 -0.2 -0.1
H -3.26203 -5.08278 1.07430 0.1 0.0 -0.5
H -1.54266 -5.12406 1.38912 0.0 0.1 0.3
H -2.78265 -5.34288 2.66213 0.4 -0.8 0.2
H -2.90634 -8.37599 -2.24313 0.1 0.6 0.4
H -3.82071 -9.19171 -0.93798 0.4 -0.2 0.2
H -2.59123 -9.98880 -2.08085 -0.4 -0.6 0.5
```
Forces are in eV/Å.

Results
E_tot in Eh: -9658.6695
Charge: 0

=====

In kcal/mol, the ΔE to the lowest compared entry with this formula, charge and spin values for the records above are, in order, 0.0 0.8 227.2.
In eV, the Kohn-Sham gap values for the records above are, in order, 7.807 7.764 10.728.